[1]
DFT (ωB97M-V with the def2-TZVPD basis set) results for the molecule C8H7N3O at a distorted geometry.

## Properties
energy relative to the best compared isomer or geometry (same formula, charge and spin): 529.4 kJ/mol
calculated total energy: -14922.623 eV
LUMO energy: 0.80 eV
HOMO: -9.18 eV
maximum force: 4.6 eV Å⁻¹

Geometry as XYZ:
```
19
Properties=species:S:1:pos:R:3:forces:R:3:mulliken_charge:R:1
O 2.19457 -1.49068 0.40853 0.475 -0.256 0.123 -0.540
N 1.80280 0.84587 -0.22521 1.282 -0.883 -3.233 -0.608
N -0.40127 -2.12153 -2.40254 -2.263 -2.146 -0.159 -0.901
N 0.01566 -0.91230 -2.30666 1.165 3.143 0.814 0.343
C 1.78414 -0.40380 0.60734 -0.090 0.567 -1.136 0.584
C 1.62064 1.61145 0.97415 1.278 3.077 1.162 -0.059
C -1.03180 -2.40825 -1.25849 2.186 2.357 -0.727 -0.900
C 0.16741 1.38326 0.94616 1.522 -1.749 -2.419 -0.860
C -0.17265 -0.37275 -1.02866 -1.229 -1.299 -0.928 -0.255
C 1.10316 0.37363 1.60535 -0.359 -0.524 4.506 -0.413
C 0.33301 0.91424 -0.54734 -0.414 0.522 -0.169 0.241
C -0.86370 -1.33721 -0.35403 0.420 -0.485 -2.297 0.131
H -1.48764 -3.31365 -1.16906 -1.072 -2.282 0.480 0.534
H 2.29574 2.50711 1.25260 -1.321 -1.899 -0.140 0.347
H 0.96539 0.13882 2.66453 0.056 0.114 -0.296 0.436
H -1.18427 -1.25244 0.60634 -0.815 0.054 2.546 0.546
H 0.03568 1.59200 -1.33609 0.575 1.116 0.167 0.533
H 0.16043 -0.40361 -3.18538 0.513 -0.320 0.865 0.272
H -0.51034 1.84580 1.56531 -1.910 0.895 0.841 0.567
```
Forces are in eV/Å.

=====

[2]
DFT (ωB97M-V with the def2-TZVPD basis set) results for a structure of composition C45H62BN8O4Se3W.

## Properties
energy relative to the best compared isomer or geometry (same formula, charge and spin): 9.4 kJ/mol
calculated total energy: -266313.551 eV
multiplicity: 2
LUMO energy (spin up / spin down): -6.95 / -7.07 eV
⟨S²⟩: 0.759
charge: +2
HOMO (spin up / spin down): -12.70 / -13.16 eV
maximum force: 0.8 eV Å⁻¹

Geometry as XYZ:
```
124
Properties=species:S:1:pos:R:3:forces:R:3:mulliken_charge:R:1
W 0.96386 0.75591 0.37952 0.008 -0.762 0.163 -1.262
Se 0.45768 2.72539 -1.28026 -0.091 0.436 0.024 -0.151
Se 0.03932 -1.77887 0.93125 0.075 0.132 -0.209 0.802
Se 0.40055 3.14173 1.47131 0.101 0.166 -0.458 0.141
O -1.01972 5.33708 0.07088 -0.024 -0.030 0.031 -0.300
O -0.91425 0.89371 0.65994 -0.337 0.053 0.160 1.459
O 0.73133 -0.02027 -1.37657 -0.051 0.137 0.347 0.835
O 3.76376 5.74370 -0.36813 0.008 0.008 -0.031 -0.429
N 1.06538 0.54917 2.57270 -0.138 0.040 0.200 0.786
N 3.34867 -0.79530 1.63370 -0.002 0.084 -0.025 0.379
N 4.72523 0.66666 4.74766 -0.027 0.047 0.073 -1.103
N 4.73405 0.30692 3.43774 0.032 -0.070 0.036 0.372
N 2.19083 0.58243 3.33384 0.017 0.118 -0.188 -0.419
N 2.94851 1.72141 0.44791 -0.035 0.241 0.090 0.304
N 3.70579 1.63818 1.57610 -0.125 0.065 -0.074 0.838
N 2.60608 -0.68125 0.50193 0.164 -0.494 -0.007 0.378
C 1.42271 4.44478 -1.34646 0.088 0.148 -0.125 -1.558
C 6.00528 -0.01088 3.04877 0.050 -0.008 -0.003 -0.338
C -4.81846 -3.40304 3.28625 0.020 -0.014 0.015 -1.662
C 0.02244 0.60519 3.42406 0.039 -0.015 -0.112 -0.283
C -2.02063 0.10393 0.93691 0.195 -0.029 -0.120 -0.304
C 1.85553 0.64497 4.62817 0.016 -0.026 0.013 0.180
C -5.29736 2.15046 0.69912 -0.002 0.028 -0.011 -2.437
C -1.75663 -1.24893 1.15901 -0.184 0.207 0.046 0.570
C 0.80481 -0.50718 -4.25593 0.026 0.005 -0.037 2.242
C 2.51831 6.41488 -0.29284 -0.055 0.012 -0.039 -1.432
C -0.61541 -5.43531 -4.62601 0.014 0.023 0.000 -2.207
C -6.52143 -2.05221 2.07806 -0.020 0.009 -0.014 -2.174
C -4.05226 -1.71896 1.60950 -0.042 -0.043 0.012 -0.873
C 0.09838 6.19311 -0.06148 0.065 0.029 -0.055 -1.683
C -5.15243 -2.71960 1.95321 -0.006 0.008 -0.010 2.031
C -3.77303 2.03261 0.81904 -0.032 0.057 0.012 2.371
C -0.31244 0.54432 -4.35764 0.041 -0.004 -0.009 -1.413
C 6.82563 0.12783 4.13227 0.008 -0.006 -0.088 -1.021
C 1.39102 5.37751 -0.13307 -0.012 -0.168 0.134 1.790
C -0.35551 -3.51054 -1.32085 -0.026 -0.043 0.044 -1.049
C -0.32249 -3.84318 -2.67502 -0.017 -0.031 0.068 -0.384
C -5.22080 -3.77323 0.83701 0.003 -0.009 0.013 -1.613
C 2.14680 0.14894 -3.89220 0.007 0.115 -0.003 -1.501
C -3.33438 0.58438 1.02978 0.070 -0.163 0.003 -0.600
C 0.06873 -2.85504 -3.56914 -0.052 0.094 -0.040 -0.241
C 2.92294 -1.72674 -0.28276 0.022 0.090 -0.025 -0.476
C 3.64487 2.42735 -0.44739 -0.052 -0.263 -0.019 -0.567
C -3.17209 2.60025 -0.46945 -0.042 0.050 0.019 -1.469
C -3.33983 2.86320 2.03443 -0.005 0.050 -0.021 -1.423
C 3.83657 -2.54046 0.36194 0.074 -0.025 0.032 -1.816
C -4.30012 -0.37622 1.36267 0.003 0.023 0.015 -0.022
C 4.07436 -1.91740 1.57240 0.042 0.040 0.007 -0.040
C -0.03389 -2.23046 -0.92247 0.061 -0.098 -0.140 0.878
C 0.97544 -1.13251 -5.64388 0.014 0.013 -0.001 -2.362
C -0.70117 -5.25605 -3.11025 0.006 -0.006 -0.018 2.109
C 5.96754 0.55380 5.16608 -0.062 0.023 0.020 -0.326
C 0.25410 -6.25697 -2.44450 -0.002 -0.006 0.017 -1.633
C 1.67951 4.57281 1.14286 -0.140 0.141 -0.008 -1.343
C 4.84502 2.33015 1.38089 -0.012 -0.108 0.034 -0.253
C -2.73396 -2.15277 1.50993 0.080 -0.064 -0.012 -0.707
C 0.40538 -1.54707 -3.20711 0.016 -0.044 0.086 -0.104
C 4.84839 2.84353 0.10459 0.055 0.019 -0.035 -1.955
C -2.14171 -5.54515 -2.66560 -0.023 -0.029 0.004 -1.625
C 0.47669 0.65967 4.72625 -0.004 -0.010 0.038 -1.836
C 0.34451 -1.25212 -1.84060 0.076 0.162 0.029 -0.775
B 3.51876 0.44694 2.57807 0.034 -0.085 0.027 0.295
H -7.26512 -2.80440 2.34025 0.002 -0.008 -0.001 0.432
H 2.63302 0.66521 5.37076 -0.001 0.008 0.011 0.641
H -0.62963 -4.25643 -0.58552 -0.003 0.024 0.030 0.540
H 4.73633 -2.18068 2.37936 -0.007 -0.024 0.008 0.763
H 0.40037 -5.28658 -4.99687 0.011 -0.002 -0.003 0.432
H -1.20111 0.11053 -4.81800 -0.015 -0.013 0.028 0.388
H -6.53624 -1.29124 2.86061 0.011 -0.001 0.012 0.456
H 0.05107 -1.57743 -6.01317 -0.002 0.005 -0.006 0.484
H -5.98251 -4.51669 1.07427 -0.012 0.003 0.002 0.465
H -4.27204 -4.29935 0.71729 0.009 -0.007 0.005 0.366
H 5.58338 2.37920 2.16304 0.026 0.045 -0.013 0.659
H -2.26097 -5.46007 -1.58421 0.005 0.003 0.007 0.358
H -0.91224 -6.45089 -4.88590 0.001 -0.013 0.007 0.445
H 0.16805 -6.24271 -1.35684 0.002 0.012 0.013 0.317
H -3.75050 2.44999 2.95740 -0.013 -0.016 -0.003 0.287
H -1.28369 -4.75437 -5.15606 -0.012 0.004 0.003 0.419
H 3.26205 2.55266 -1.44398 0.043 0.007 0.031 0.733
H -5.32092 -0.04115 1.43832 0.032 -0.006 -0.011 0.589
H 2.50333 -1.84207 -1.26496 -0.041 0.001 0.008 0.640
H 2.11079 0.67206 -2.93662 0.028 -0.031 -0.100 -0.032
H 2.40922 0.87782 -4.66056 0.008 -0.014 -0.033 0.550
H 1.29137 -6.04364 -2.70804 0.007 -0.004 -0.016 0.359
H -5.47885 -3.31476 -0.11889 0.002 0.009 -0.010 0.352
H 0.93786 4.91816 -2.20454 -0.093 -0.052 0.052 0.773
H -2.48191 -3.19027 1.68795 0.046 0.004 -0.007 0.630
H -2.09249 2.67608 -0.41957 0.054 0.000 -0.001 0.243
H 1.25790 -0.34962 -6.34815 0.004 0.007 0.002 0.455
H 0.11305 -3.11036 -4.61468 0.008 -0.002 -0.015 0.639
H 2.49395 7.09325 0.56696 -0.001 0.000 -0.019 0.460
H -1.81471 5.87244 0.16234 -0.012 0.012 -0.021 0.304
H 4.45402 6.39059 -0.54724 -0.002 0.000 0.017 0.348
H 0.01751 1.37588 -4.98338 -0.011 -0.006 -0.014 0.453
H 2.33498 7.00461 -1.19764 0.006 -0.012 0.009 0.485
H 2.69256 4.17962 1.12588 -0.028 -0.037 0.005 0.391
H 4.28412 -3.44550 -0.00720 -0.005 -0.013 -0.017 0.534
H -2.84491 -4.85955 -3.14107 0.002 0.015 0.000 0.359
H -2.41818 -6.56211 -2.94640 0.000 -0.002 -0.009 0.474
H -3.88734 -3.96947 3.23599 0.012 0.004 -0.002 0.320
H -5.69359 1.52751 -0.10420 -0.004 0.001 -0.012 0.445
H 2.94730 -0.59343 -3.85989 0.002 -0.031 0.026 0.327
H 6.20650 0.78035 6.19214 0.021 -0.003 0.013 0.493
H 0.02172 -7.26879 -2.77738 -0.007 -0.010 -0.002 0.463
H 1.58088 5.21433 2.02260 -0.028 -0.040 0.008 0.804
H -5.81338 1.89892 1.62631 0.002 0.012 0.004 0.458
H 5.60899 3.44085 -0.36306 0.004 0.007 -0.004 0.567
H 2.45699 4.27045 -1.62651 -0.073 -0.053 0.022 0.621
H -0.99242 0.62041 3.06579 0.016 0.000 -0.013 0.648
H 1.76226 -1.88861 -5.65927 -0.004 -0.021 0.008 0.441
H -0.59466 0.94082 -3.38569 -0.001 0.048 0.084 -0.038
H -5.61057 -4.10398 3.55080 -0.008 -0.001 -0.006 0.473
H -4.73004 -2.67285 4.09236 -0.008 0.010 0.000 0.375
H 7.88528 -0.05003 4.17622 0.014 -0.006 0.009 0.473
H -3.56114 3.60625 -0.63566 -0.003 0.005 -0.016 0.447
H -3.71208 3.88479 1.93416 0.012 0.006 -0.004 0.499
H -0.11083 0.69938 5.62568 -0.016 0.000 0.001 0.540
H -6.83983 -1.59498 1.13937 0.002 0.006 -0.005 0.406
H -3.44829 1.99051 -1.33220 0.009 -0.018 -0.002 0.310
H 6.23596 -0.29342 2.03411 -0.004 -0.004 -0.006 0.626
H -2.25754 2.91533 2.12433 0.066 -0.033 0.022 -0.029
H 0.01359 6.78182 -0.98255 0.048 0.027 0.020 0.510
H -5.54556 3.18600 0.46747 0.000 0.009 0.000 0.490
H 0.16418 6.89443 0.77803 -0.009 -0.035 0.029 0.548
```
Forces are in eV/Å.

=====

[3]
DFT (ωB97M-V with the def2-TZVPD basis set) results for a structure of composition C15H26AlN at a distorted geometry.

## Properties
calculated total energy: -24045.884 eV
LUMO energy (spin up / spin down): -10.77 / -10.03 eV
charge: +2
HOMO (spin up / spin down): -15.56 / -16.12 eV
maximum force: 2.8 eV Å⁻¹

Geometry as XYZ:
```
43
Properties=species:S:1:pos:R:3:forces:R:3:mulliken_charge:R:1
Al 0.85210 0.10317 0.82731 0.231 0.296 1.497 0.024
N -0.15025 -0.12557 2.48513 -0.201 0.397 2.358 -0.131
C 0.75153 2.04257 0.39436 -0.055 2.215 -1.007 -0.957
C -0.19643 -0.03259 3.65010 0.390 -0.519 -2.418 0.731
C 0.53937 -1.78648 -0.12413 1.297 0.565 -0.862 1.111
C -1.26969 -0.90331 -1.25791 -0.098 1.004 -1.004 1.219
C 1.36500 -2.89528 0.44765 0.230 -0.228 0.255 -1.794
C -2.66791 -0.63407 -1.66249 -0.390 0.310 -0.002 -1.839
C -0.10735 -0.28909 -1.79998 -1.632 0.341 -0.166 0.409
C -0.13307 -0.01920 5.09340 -0.035 0.155 0.340 -0.978
C -0.02502 4.09417 -0.83409 0.394 -0.002 -0.093 -1.337
C -1.76604 -2.85265 0.36605 0.078 0.245 0.445 -1.522
C 1.03424 -0.81980 -1.12205 0.414 -2.783 -0.121 0.775
C 2.44368 -0.76003 -1.61836 0.083 0.507 0.493 -1.340
C -0.05088 0.64378 -2.94997 0.018 0.556 0.114 -1.522
C -0.47379 2.82294 -0.09252 -0.754 -0.350 -0.125 0.177
C -0.88716 -1.85791 -0.29825 0.112 -0.484 0.448 0.174
H 1.55252 2.20982 -0.35098 -0.077 -0.510 0.286 0.379
H -1.12958 3.13507 0.73512 0.220 -0.397 -0.134 0.435
H -0.88202 4.69939 -1.14038 -0.001 -0.143 0.102 0.391
H 1.10938 2.52696 1.31249 0.170 -0.573 0.160 0.532
H -2.75040 0.37399 -2.08635 -0.106 -0.297 0.001 0.351
H 2.39534 -2.56034 0.61404 -0.195 -0.266 -0.050 0.430
H 0.79389 -0.53674 5.40588 -0.438 0.179 -0.165 0.317
H -1.08162 2.20032 -0.77274 0.070 0.361 0.192 -0.089
H 2.56352 -1.43063 -2.48904 -0.177 0.157 0.252 0.377
H 2.72831 0.25446 -1.93250 -0.135 -0.276 -0.055 0.350
H -0.10351 1.02289 5.45388 -0.071 -0.379 -0.131 0.337
H 0.61953 4.72151 -0.20337 -0.168 -0.178 -0.127 0.347
H -3.01950 -1.35714 -2.41672 0.129 0.195 0.164 0.377
H 1.36588 -3.74729 -0.25852 0.090 0.301 0.349 0.354
H -1.01623 -0.53455 5.50061 0.282 0.164 -0.068 0.340
H -1.91569 -3.74498 -0.26708 0.078 0.284 0.047 0.367
H -1.32107 -3.19455 1.31332 -0.142 0.039 -0.383 0.336
H 0.78498 1.35283 -2.85547 -0.149 -0.269 -0.033 0.379
H 2.37277 0.15887 1.28212 0.026 -0.325 0.057 -0.266
H 3.15519 -1.07373 -0.84546 -0.151 -0.024 -0.208 0.394
H -0.97014 1.23401 -3.05359 0.158 -0.253 0.000 0.357
H 0.09813 0.09897 -3.89633 -0.035 0.007 0.242 0.389
H -3.35771 -0.69850 -0.80600 0.241 -0.019 -0.293 0.469
H 0.96690 -3.24402 1.41159 0.150 0.052 -0.313 0.432
H 0.54106 3.83201 -1.73648 -0.067 0.092 0.143 0.315
H -2.75826 -2.42929 0.57769 0.217 -0.148 -0.188 0.401
```
Forces are in eV/Å.